[1]
132
Properties=species:S:1:pos:R:3 method="wB97M-V/def2-TZVPD" largest_force_ev_per_a=7.20 lumo_energy_ev=-4.406 energy_ev=-257810.6372 total_charge=-1 gap_ev=3.1 e_above_lowest_kj_mol=274.04
O 3.83762 -6.73390 -1.31842
V 3.57534 -5.73794 -0.09913
O 3.05602 -6.72229 1.14737
N 7.63895 -3.65306 1.46369
S 8.53874 -2.17814 1.60863
O 9.53818 -1.92605 0.56284
O 8.78332 -1.67951 2.93434
F 7.25107 -1.17908 1.16170
S 8.83264 -4.40971 2.16824
O 9.03709 -4.22328 3.57870
O 10.03866 -4.59013 1.38019
F 8.24285 -5.91770 1.97755
C -0.02795 -2.74488 -3.36011
F -1.31071 -2.89626 -3.06154
F 0.42668 -3.98862 -3.17262
F 0.11518 -2.37625 -4.60212
S 0.88285 -1.47945 -2.20032
O 2.26158 -1.56790 -2.62305
O 0.46445 -0.11925 -2.39166
N 0.66922 -2.26936 -0.57344
S -0.32922 -1.34711 0.04299
O 0.12678 0.02222 0.45808
O -1.63213 -1.50769 -0.54786
C -0.54918 -2.30322 1.71928
F -0.47133 -3.62676 1.53075
F 0.33914 -1.82373 2.57463
F -1.74630 -1.99780 2.16544
O -4.63993 0.48211 -8.07807
S -5.84532 0.08378 -8.76492
O -7.00604 0.99017 -8.92008
O -5.51075 -0.42557 -10.33583
C -4.17426 -0.90340 -10.48811
C -3.02105 0.11257 -10.64686
C -6.57744 -1.44647 -8.09115
H -4.24364 -1.43411 -11.43765
H -3.93827 -1.60174 -9.68515
H -1.96186 -0.14185 -10.60826
H -3.16091 0.99726 -10.02568
H -3.12564 0.61575 -11.60808
H -7.24661 -1.72294 -8.90593
H -7.13932 -1.17846 -7.19642
H -5.67062 -2.01259 -7.87833
O -1.53505 9.24335 -5.13944
S -0.39888 9.27930 -4.27575
O -0.53242 8.59391 -3.02035
O 0.94015 8.81322 -5.12017
C 0.98615 7.46964 -5.42526
C 1.62106 7.34980 -6.79313
C 0.09013 11.00711 -4.04973
H -0.00732 7.02471 -5.36904
H 1.48961 6.80334 -4.72479
H 1.13809 7.87235 -7.61883
H 1.56011 6.32192 -7.15068
H 2.69685 7.51806 -6.74338
H -0.05026 11.30113 -3.00957
H -0.53994 11.63150 -4.68317
H 1.12824 11.25761 -4.26805
O -9.61759 4.98067 -1.04039
S -8.51350 5.75198 -0.53644
O -8.73616 7.00097 0.20911
O -7.53034 4.84341 0.43524
C -6.54530 5.42903 1.27168
C -6.06152 4.48441 2.35446
C -7.26504 6.18665 -1.86158
H -6.93638 6.41222 1.53339
H -5.71113 5.72747 0.63669
H -6.04633 3.45584 1.99399
H -6.82980 4.43153 3.12585
H -5.05614 4.61474 2.75490
H -7.89702 6.84205 -2.46088
H -6.92749 5.30404 -2.40486
H -6.37101 6.60725 -1.40123
O 1.76335 0.41941 9.82266
S 3.00545 1.20908 9.89874
O 3.30661 1.91112 11.17567
O 4.32187 0.35902 9.35765
C 5.58787 0.97892 9.24899
C 6.57213 -0.15458 9.57450
C 2.97208 2.53026 8.57683
H 5.76163 1.85291 9.87671
H 5.62346 1.38416 8.23775
H 7.60825 0.16968 9.67144
H 6.72932 -0.92466 8.81927
H 6.32570 -0.69984 10.48558
H 2.03943 3.05076 8.79439
H 2.96124 2.06954 7.58904
H 3.87749 3.13466 8.63196
O 5.10038 8.93099 6.19309
S 5.05355 10.04511 5.17827
O 6.21897 10.33911 4.30278
O 3.66672 9.80886 4.26272
C 3.69404 9.37520 2.92460
C 3.61054 7.85152 2.65822
C 4.63618 11.56867 6.05781
H 4.63420 9.80118 2.57423
H 2.85275 9.90170 2.47391
H 2.74984 7.26978 2.98818
H 4.52038 7.32394 2.94448
H 3.49976 7.77035 1.57690
H 3.88433 11.27973 6.79220
H 4.19546 12.34673 5.43454
H 5.45348 12.02275 6.61812
O -0.75267 -9.60379 11.38036
S -0.56783 -9.73637 9.91205
O 0.28244 -10.81564 9.35201
O -2.00861 -9.70481 9.06577
C -3.00636 -8.79126 9.55087
C -3.32233 -7.86956 8.38472
C 0.18156 -8.22852 9.19677
H -2.87872 -8.18709 10.44909
H -3.79181 -9.53457 9.68743
H -3.68040 -8.26742 7.43521
H -2.41385 -7.26895 8.33943
H -4.10671 -7.16029 8.64889
H 0.12561 -8.39914 8.12166
H 1.18378 -8.15393 9.61878
H -0.36111 -7.35251 9.55201
O -3.86384 -11.34760 -8.91631
S -3.03566 -10.21617 -9.36617
O -3.59551 -9.02022 -10.06711
O -2.15596 -9.67388 -7.98103
C -1.67120 -10.59211 -7.02213
C -0.25405 -11.11254 -7.36730
C -1.64779 -10.87634 -10.46867
H -2.33344 -11.45543 -6.95710
H -1.66303 -10.05660 -6.07278
H 0.39723 -10.39287 -6.87132
H 0.03412 -11.15072 -8.41782
H 0.03433 -12.07225 -6.93847
H -1.54851 -11.94195 -10.26198
H -0.80389 -10.21405 -10.27555
H -1.87189 -10.72633 -11.52478



[2]
18
Properties=species:S:1:pos:R:3 method="wB97M-V/def2-TZVPD" largest_force_ev_per_a=0.49 lumo_energy_ev=0.676 energy_ev=-9802.8821 total_charge=0 gap_ev=7.2 e_above_lowest_kj_mol=493.92
C 0.21141 0.69042 -0.86193
C -0.08812 0.80632 -2.35911
N 1.53932 1.15797 -0.45303
H 1.68279 2.15567 -0.60467
H 2.26703 0.67863 -0.97286
H -0.52798 1.27990 -0.31015
H 0.30143 -1.01773 -0.81787
H -0.01188 1.84329 -2.72735
H -1.09893 0.45267 -2.58864
H 0.60685 0.20739 -2.95963
N -0.86989 -1.27425 1.73084
N -0.90472 -0.57418 2.94325
C 0.05781 -1.00877 0.81918
O 0.17124 -1.88288 -0.17386
H -1.59306 -1.94364 1.49044
H -1.76623 -0.04688 3.02075
H -0.81550 -1.21759 3.72069
H 0.83844 -0.30632 1.10395



[3]
132
Properties=species:S:1:pos:R:3 method="wB97M-V/def2-TZVPD" largest_force_ev_per_a=3.66 lumo_energy_ev=-0.252 energy_ev=-87299.8492 total_charge=0 gap_ev=9.5 e_above_lowest_kj_mol=487.85
O 2.53491 5.34050 -1.20282
C 2.89822 4.96557 -0.11650
O 2.07229 4.99072 0.93905
C 2.76761 4.73750 2.13848
C 3.99904 4.07366 1.59981
O 4.10584 4.49224 0.24634
H 2.99572 5.67546 2.64473
H 2.14426 4.08900 2.75409
H 3.90438 3.00403 1.78697
H 4.82434 4.43504 2.21331
O 2.91422 -0.72411 5.77438
C 3.26160 -1.62469 6.50685
O 3.94211 -2.72244 6.16822
C 4.18475 -3.54548 7.31931
C 3.34913 -2.83734 8.41013
O 2.96659 -1.66985 7.78524
H 3.73783 -4.51164 7.08502
H 5.23601 -3.78003 7.48647
H 4.00376 -2.75530 9.27778
H 2.43647 -3.36633 8.68458
O -3.51229 8.65079 -1.23591
C -3.38020 7.83561 -2.12039
O -3.10496 8.12071 -3.38343
C -2.84472 6.91773 -4.09984
C -2.98036 5.81929 -3.12136
O -3.58214 6.46086 -1.97530
H -3.63400 6.77261 -4.83745
H -1.81755 6.90561 -4.46435
H -2.07357 5.27753 -2.85240
H -3.65932 5.04867 -3.48640
O -2.35848 3.62493 4.61969
C -2.70635 4.76081 4.39950
O -3.78341 5.12942 3.69565
C -3.91109 6.55781 3.76420
C -2.49228 6.97696 4.13000
O -2.13170 5.86450 4.94556
H -4.18708 7.02396 2.81835
H -4.62352 6.83061 4.54273
H -2.57882 7.80659 4.83165
H -1.84450 7.16423 3.27360
C 7.40854 -3.55611 0.68171
C 7.97704 -4.68085 1.29223
C 9.38464 -4.72368 1.35152
N 10.20064 -3.88612 0.69925
C 9.62494 -2.82504 0.00162
C 8.23599 -2.61111 0.04389
H 6.34220 -3.38494 0.68680
H 7.42480 -5.46137 1.79445
H 9.85475 -5.57078 1.82884
H 10.24023 -2.09337 -0.50085
H 7.85910 -1.73795 -0.46793
C 1.06324 -0.33370 0.19121
C -0.07393 0.28567 0.65511
C -0.89219 0.97387 -0.23344
N -0.61192 1.05817 -1.58508
C 0.58385 0.48831 -2.02865
C 1.39366 -0.19090 -1.13201
H 1.69172 -0.90286 0.86014
H -0.38385 0.18066 1.68435
H -1.75441 1.55957 0.04931
H 0.75190 0.59315 -3.09033
H 2.28423 -0.66891 -1.51251
C -0.00577 -5.50401 0.57122
C -0.36334 -6.08882 -0.64139
C 0.39516 -7.17248 -1.07734
N 1.45153 -7.73291 -0.39345
C 1.78948 -7.15971 0.80863
C 1.06814 -6.01479 1.31024
H -0.53267 -4.64736 0.96485
H -1.12694 -5.64410 -1.26231
H 0.06872 -7.57569 -2.02459
H 2.67543 -7.49652 1.32634
H 1.39625 -5.64471 2.27035
C -7.18994 2.60489 -5.54393
C -8.36030 2.65390 -4.80975
C -8.43357 1.87724 -3.65244
N -7.48079 0.94223 -3.30833
C -6.31212 0.99020 -3.96780
C -6.13622 1.73638 -5.15413
H -6.96748 3.32411 -6.31830
H -9.12879 3.38627 -5.00839
H -9.31214 1.90495 -3.02496
H -5.55176 0.38126 -3.50149
H -5.14612 1.78909 -5.58230
C 2.48764 2.59878 -10.73022
C 3.18913 2.12700 -9.48221
C 2.35608 2.52051 -8.20576
C 2.01216 3.93567 -8.05537
N 1.74297 5.05165 -7.97711
H 3.05371 2.22947 -11.58535
H 2.28621 3.66579 -10.82520
H 1.53651 2.06678 -10.70906
H 4.18856 2.55904 -9.43141
H 3.38596 1.05651 -9.42387
H 2.83656 2.21277 -7.27703
H 1.47547 1.88261 -8.28121
C -3.21547 -3.48309 5.51355
C -3.60479 -2.19475 6.13096
C -2.77237 -1.83092 7.42187
C -3.00211 -2.73773 8.54745
N -3.17879 -3.50497 9.41166
H -3.65651 -3.55156 4.51912
H -3.55608 -4.25709 6.20130
H -2.12881 -3.54237 5.45224
H -4.61681 -2.22578 6.53463
H -3.60593 -1.40870 5.37582
H -3.08620 -0.83447 7.73284
H -1.71281 -1.75480 7.17770
C 6.95302 -6.06133 -3.60739
C 6.12872 -5.33836 -4.58804
C 5.25293 -4.28213 -4.07350
C 4.29482 -3.74998 -5.05565
N 3.54507 -3.22456 -5.77022
H 6.27557 -6.64702 -2.98600
H 7.51205 -5.37703 -2.96917
H 7.68217 -6.70911 -4.09403
H 5.58715 -6.04502 -5.21687
H 6.86425 -4.90328 -5.26466
H 5.87312 -3.45127 -3.73716
H 4.61249 -4.78306 -3.34754
C -7.86385 0.72990 3.76984
C -7.35621 0.42390 2.34083
C -7.80104 -0.95841 1.90421
C -9.24099 -1.24930 2.16200
N -10.31556 -1.53970 2.39903
H -7.79015 -0.10679 4.46455
H -8.90804 1.04255 3.76744
H -7.31653 1.54402 4.24496
H -6.27889 0.56157 2.24844
H -7.88948 1.16348 1.74355
H -7.26154 -1.66514 2.53474
H -7.44756 -1.19159 0.89983



[4]
28
Properties=species:S:1:pos:R:3 method="wB97M-V/def2-TZVPD" largest_force_ev_per_a=1.11 lumo_energy_ev=-6.927 energy_ev=-15406.5691 total_charge=+2 gap_ev=9.6 e_above_lowest_kj_mol=0.00
C 2.56138 -1.30657 -1.29250
C 2.35858 -0.59612 -0.19517
N 2.32686 -1.09476 1.13220
N 2.12725 0.82066 -0.25002
C 0.99022 1.47346 -0.01896
N 1.00250 2.79663 0.02176
N -0.21724 0.88956 0.03533
C -0.76907 -0.09698 0.62504
N -0.29137 -0.88327 1.56202
N -2.15966 -0.36927 0.16408
C -3.00623 0.84526 0.12154
C -2.09664 -1.01761 -1.17088
H 2.50919 -0.86145 -2.26882
H 2.78876 -2.35591 -1.25102
H 2.61238 -2.06992 1.16284
H 2.91286 -0.56304 1.77164
H 2.93351 1.37710 -0.51313
H 0.14709 3.31406 0.14601
H 1.84940 3.33236 -0.09933
H 0.77047 -0.95781 1.64144
H -0.85401 -1.55404 2.06509
H -2.59601 -1.03359 0.81492
H -3.99515 0.58567 -0.25046
H -3.10404 1.27945 1.11360
H -2.55496 1.57401 -0.54841
H -3.09458 -1.31517 -1.48825
H -1.69036 -0.31149 -1.89204
H -1.46114 -1.90125 -1.13851



[5]
12
Properties=species:S:1:pos:R:3 method="wB97M-V/def2-TZVPD" largest_force_ev_per_a=0.80 lumo_energy_ev=1.045 energy_ev=-8339.0324 total_charge=0 gap_ev=11.3 e_above_lowest_kj_mol=137.85
O 1.43696 1.16984 -0.95711
C 1.90559 0.19901 -0.41343
O 1.28444 -0.67760 0.37826
C -0.13698 -0.66671 0.49997
C -1.07385 -0.24970 -0.58095
C -1.00822 0.54110 0.69294
H 2.95142 -0.10928 -0.52972
H -0.39114 -1.54526 1.07918
H -0.65075 0.27336 -1.41971
H -1.92138 -0.89745 -0.77098
H -0.55817 1.52480 0.63846
H -1.83793 0.43787 1.38310



[6]
32
Properties=species:S:1:pos:R:3 method="wB97M-V/def2-TZVPD" largest_force_ev_per_a=0.60 lumo_energy_ev="3.264 / 2.471" energy_ev=-42061.1817 spin_multiplicity=2 total_charge=-1 gap_ev="6.6 / 6.3" s2=0.767
Hg -0.60433 0.30943 0.99038
C 3.15376 -0.46085 2.17009
N 2.57911 -1.41296 1.25251
C 2.24400 -2.72838 1.52966
C 1.76052 -3.24472 0.38260
N 1.79517 -2.27111 -0.59011
B 1.45068 -2.52168 -2.09023
N 0.33463 -1.52764 -2.55059
C 0.45824 -0.66144 -3.61178
C -0.71814 -0.02782 -3.79388
N -1.57479 -0.51389 -2.81935
C -2.94839 -0.12562 -2.61029
C -0.91767 -1.43128 -2.05458
S -1.62273 -2.25496 -0.74407
C 2.29242 -1.13406 -0.05201
S 2.52967 0.38423 -0.77514
H 3.40032 -0.97693 3.09698
H 2.45255 0.34983 2.37128
H 4.05167 -0.02344 1.73515
H 2.36560 -3.15946 2.50760
H 1.36758 -4.22345 0.17432
H 1.04008 -3.65927 -2.18580
H 2.42794 -2.30613 -2.77732
H 1.39212 -0.55338 -4.13299
H -1.01664 0.72852 -4.49793
H -3.21331 0.62353 -3.35475
H -3.07376 0.28739 -1.60974
H -3.60327 -0.99193 -2.69945
C -0.99077 2.14080 -0.58944
H -2.01622 2.46879 -0.45330
H -0.77736 1.62635 -1.51957
H -0.23330 2.85639 -0.29213